No. 1
{"formula": "CH6Cl3N3P2", "method": "the ωB97M-V functional and the def2-TZVPD basis", "species": ["C", "N", "N", "N", "P", "P", "Cl", "Cl", "Cl", "H", "H", "H", "H", "H", "H"], "xyz": [[1.875793, -0.003028, 1.579275], [-1.740048, -0.368595, -1.780379], [-0.818702, -0.168345, 0.758856], [1.045431, 0.833873, -0.907641], [0.672408, -0.302366, 0.279195], [-2.136342, -0.055056, -0.298577], [1.191760, -2.125166, -0.471408], [-3.617780, -1.185580, 0.489659], [-2.714344, 1.804806, 0.046453], [1.771132, 1.039392, 1.904466], [1.880866, -0.546737, 2.489776], [2.763305, -0.183333, 1.089550], [-2.587468, -0.288465, -2.265278], [0.417652, 0.646401, -1.744749], [1.996340, 0.902203, -1.169192]], "forces_ev_per_a": [[-1.84, 1.30, 0.19], [0.68, 0.12, 1.83], [-1.11, -0.49, -1.31], [-1.98, -1.12, -0.33], [-1.14, 0.96, 0.08], [3.71, -1.00, 1.03], [0.02, -0.07, 0.12], [0.00, 0.18, 0.03], [-0.81, 0.95, 0.19], [0.12, -0.04, -0.47], [-0.57, -1.10, 0.47], [2.40, -0.08, -0.88], [-1.40, -0.02, -1.77], [0.85, 0.42, 1.22], [1.07, 0.00, -0.38]], "homo_ev": -9.36, "multiplicity": 1, "gap_ha": 0.3656, "molar_mass_g_mol": 228.4, "total_charge": 0, "energy_ha": -2269.38229}

***

No. 2
{"formula": "C26H24NO", "method": "the ωB97M-V functional and the def2-TZVPD basis", "species": ["C", "C", "C", "C", "C", "C", "C", "C", "C", "C", "O", "C", "C", "C", "C", "C", "C", "C", "C", "C", "C", "H", "H", "H", "H", "H", "H", "H", "H", "H", "H", "H", "H", "H", "H", "H", "H", "H", "C", "C", "C", "C", "C", "N", "C", "H", "H", "H", "H", "H", "H", "H"], "xyz": [[5.843603, 2.566924, -2.491082], [4.570774, 1.956334, -2.012970], [4.580363, 0.703893, -1.413087], [3.424217, 0.138649, -0.930347], [2.183278, 0.806716, -1.016703], [1.045408, 0.154570, -0.458867], [-0.331203, 0.454396, -0.437179], [-0.940842, 1.600156, -1.001115], [-2.274393, 1.841076, -0.853660], [-3.121132, 0.925236, -0.208040], [-4.523263, 1.107173, -0.176889], [-5.207006, 0.984011, -1.416861], [-6.017263, -0.132438, -1.640967], [-6.578147, -0.352249, -2.876606], [-6.360466, 0.541832, -3.908696], [-5.603735, 1.678241, -3.691004], [-5.036899, 1.901104, -2.458593], [-2.533260, -0.222387, 0.347951], [-1.191728, -0.450372, 0.237179], [2.193508, 2.077926, -1.623791], [3.356097, 2.623569, -2.112176], [5.679231, 3.542378, -2.948175], [6.533989, 2.703786, -1.658457], [6.334801, 1.931522, -3.229214], [5.520658, 0.185211, -1.325950], [3.461476, -0.837006, -0.471976], [1.294312, -0.729019, 0.104597], [-0.369347, 2.298743, -1.573289], [-2.696928, 2.751817, -1.232464], [-6.162710, -0.829422, -0.835107], [-7.195907, -1.219946, -3.042120], [-6.792097, 0.362527, -4.879813], [-5.470036, 2.397447, -4.484231], [-4.455829, 2.787652, -2.284308], [-3.178454, -0.936864, 0.828126], [-0.767962, -1.337264, 0.675150], [1.303914, 2.668658, -1.679995], [3.333129, 3.591453, -2.577839], [1.269456, -4.752190, 4.926637], [1.670714, -3.409313, 4.424284], [2.301878, -2.504480, 5.253312], [2.651310, -1.282032, 4.738210], [2.360227, -1.009641, 3.422279], [1.758394, -1.851218, 2.599412], [1.429229, -3.022905, 3.116105], [0.779339, -5.339729, 4.150329], [2.136469, -5.317194, 5.269620], [0.575388, -4.667086, 5.763066], [2.508839, -2.764054, 6.277931], [3.144189, -0.548536, 5.353631], [2.629638, -0.049463, 3.010090], [0.934777, -3.718188, 2.453661]], "forces_ev_per_a": [[0.05, 0.29, -0.20], [0.17, -0.05, 0.05], [-0.03, -0.30, 0.10], [0.07, -0.14, 0.12], [-0.28, 0.00, 0.09], [0.20, 0.42, -0.14], [-0.19, 0.11, -0.06], [0.11, -0.20, 0.11], [-0.69, 0.21, 0.12], [-0.91, -0.21, -0.61], [1.70, -0.34, -0.07], [0.13, -0.27, -1.02], [0.79, 0.38, 1.00], [-0.22, 0.11, -0.32], [-0.10, 0.01, -0.18], [-0.27, -0.11, -0.25], [0.38, -0.04, 1.17], [-1.14, 0.25, 0.01], [0.48, 0.23, 0.05], [0.16, 0.14, -0.08], [-0.38, 0.07, -0.02], [-0.03, -0.05, 0.02], [0.04, -0.07, 0.03], [0.00, -0.07, 0.06], [0.10, -0.20, 0.06], [-0.02, -0.15, 0.12], [0.11, -0.49, 0.12], [0.03, 0.20, -0.07], [-0.05, 0.15, -0.19], [-0.05, -0.20, 0.19], [-0.04, -0.14, 0.04], [-0.08, -0.03, -0.12], [0.06, 0.07, -0.05], [0.08, 0.24, -0.03], [-0.09, -0.16, 0.14], [0.12, -0.21, 0.12], [-0.10, 0.15, -0.05], [-0.05, 0.29, -0.07], [-0.19, -0.42, -0.01], [-0.09, -0.21, -0.01], [-0.03, -0.09, 0.02], [0.21, 0.24, 0.35], [0.22, 0.72, -0.24], [-0.09, 0.15, -0.34], [-0.23, -0.53, -0.03], [0.01, 0.01, 0.00], [0.00, 0.00, 0.04], [0.02, 0.00, 0.04], [0.06, -0.01, 0.22], [0.08, 0.17, 0.03], [0.06, 0.22, -0.10], [-0.09, -0.15, -0.15]], "homo_ev": -11.59, "multiplicity": 1, "gap_ha": 0.2282, "molar_mass_g_mol": 366.5, "total_charge": 1, "energy_ha": -1134.88329, "relative_energy_ev": 0.376}